DFT (ωB97M-V/def2-TZVPD) results for a 2-piece molecular cluster, C3H10N3O overall.

Values from the calculation:
Lowest unoccupied orbital energy = -3.438 eV
Charge = +1
Maximum force = 0.0157 hartree/bohr
Kohn-Sham gap = 10.095 eV
HOMO = -13.5 eV

Atoms and positions in Å:
C: -1.762 -1.179 1.719
N: -0.581 -1.816 1.924
O: -1.905 -0.009 1.465
H: -2.622 -1.863 1.758
H: -0.561 -2.798 2.121
H: 0.222 -1.270 2.179
C: -0.947 1.376 -1.077
N: 2.521 0.139 -0.964
C: 1.222 0.274 -0.759
N: 0.521 1.272 -1.191
H: -1.199 1.936 -0.182
H: -1.354 0.374 -1.003
H: -1.319 1.875 -1.965
H: 3.025 0.818 -1.512
H: 3.061 -0.560 -0.480
H: 0.693 -0.561 -0.312
H: 0.984 1.992 -1.721

=====

DFT (ωB97M-V/def2-TZVPD) results for one molecule with the formula C2H3NO4.

Values from the calculation:
Lowest unoccupied orbital energy = -0.619 eV
Charge = 0
Maximum force = 0.0740 hartree/bohr
Kohn-Sham gap = 10.136 eV
SMILES string = O=C(CO)[N+](=O)[O-]
HOMO = -10.8 eV

Atoms and positions in Å:
C: -0.757 -0.550 -1.529
C: -0.329 -0.081 -0.219
N: -0.928 0.572 -2.716
O: -0.978 -1.662 -1.881
O: -0.233 1.526 -2.571
O: -1.598 0.255 -3.645
O: -0.393 -1.206 0.678
H: 0.787 0.249 -0.153
H: -1.014 0.684 0.274
H: 0.334 -1.735 0.342

=====

DFT (ωB97M-V/def2-TZVPD) results for a 5-piece molecular cluster, C2H15N2O4 overall.

Values from the calculation:
Lowest unoccupied orbital energy (alpha / beta) = -8.212 / -12.105 eV
Charge = +2
Spin multiplicity = 2
Maximum force = 0.1573 hartree/bohr
Kohn-Sham gap (alpha / beta) = 8.736 / 4.842 eV
HOMO (alpha / beta) = -16.9 / -16.9 eV

Atoms and positions in Å:
C: -0.922 0.074 -0.774
C: -0.747 -1.211 -1.052
N: -1.236 -2.259 -0.221
N: -0.493 1.065 -1.595
H: -1.803 0.268 -0.148
H: -0.131 -1.459 -1.952
H: -0.979 -3.216 -0.492
H: -1.978 -1.867 0.432
H: 0.512 0.974 -1.976
H: -0.269 2.003 -0.995
H: -1.182 1.239 -2.330
H: -3.143 -1.497 2.469
H: -2.142 -0.452 2.712
O: -2.612 -0.919 1.961
H: 3.882 -1.588 -0.092
H: 2.410 -1.697 0.238
O: 3.042 -1.264 -0.382
H: 0.258 3.143 2.818
H: -0.646 2.164 3.772
O: -0.512 2.895 3.134
H: 3.314 1.770 -2.243
H: 2.838 0.510 -1.515
O: 2.540 1.325 -1.766

=====

DFT (ωB97M-V/def2-TZVPD) results for one molecule with the formula C10H21NO.

Values from the calculation:
Lowest unoccupied orbital energy = 0.827 eV
Charge = 0
Maximum force = 0.0535 hartree/bohr
Kohn-Sham gap = 10.139 eV
SMILES string = CC/C(C[C@H](C)CC)=N\CCO
HOMO = -9.3 eV

Atoms and positions in Å:
N: 0.077 -0.257 -1.717
O: -2.010 0.900 -3.082
C: 0.874 -0.279 -0.685
C: 1.773 1.901 0.134
C: -2.254 0.147 2.617
C: 0.134 -1.867 2.703
C: 0.316 0.647 -2.873
C: -0.859 0.702 -3.855
C: 2.144 0.556 -0.537
C: 0.693 -1.345 0.341
C: -1.542 -0.573 1.417
C: -0.015 -0.806 1.629
H: -1.850 0.356 -2.282
H: 1.598 1.812 1.215
H: 2.609 2.563 -0.024
H: 0.895 2.347 -0.349
H: -3.310 0.257 2.387
H: -2.176 -0.403 3.543
H: -1.837 1.149 2.792
H: -0.188 -2.863 2.320
H: 1.206 -1.990 2.931
H: -0.399 -1.637 3.595
H: 1.210 0.296 -3.434
H: 0.571 1.661 -2.527
H: -0.723 1.493 -4.597
H: -0.951 -0.246 -4.364
H: 2.857 -0.016 0.056
H: 2.596 0.715 -1.527
H: 1.712 -1.719 0.595
H: 0.088 -2.179 -0.078
H: -1.717 0.056 0.537
H: -2.002 -1.502 1.177
H: 0.477 0.123 1.942

=====

DFT (ωB97M-V/def2-TZVPD) results for C6H9NO as an isolated structure.

Values from the calculation:
Lowest unoccupied orbital energy = 1.006 eV
Charge = 0
Maximum force = 0.0745 hartree/bohr
Kohn-Sham gap = 9.104 eV
HOMO = -8.1 eV

Atoms and positions in Å:
C: 0.779 -2.181 0.103
C: -0.150 -1.061 0.731
C: -0.989 0.929 0.426
C: -0.765 1.126 -1.067
C: 0.500 1.363 0.507
C: 0.612 -0.714 -0.558
H: 0.557 -3.050 -0.528
H: 1.569 -2.336 0.838
H: 0.501 -0.762 1.562
H: -1.707 1.641 0.914
H: -1.337 0.454 -1.730
H: -0.917 2.187 -1.376
H: 0.691 2.438 0.439
H: 1.116 0.805 1.222
H: 0.155 -1.182 -1.444
N: 0.758 0.759 -0.858
O: -1.374 -0.416 0.819

=====

DFT (ωB97M-V/def2-TZVPD) results for one molecule with the formula C22H31N3O2.

Values from the calculation:
Lowest unoccupied orbital energy = 0.774 eV
Charge = 0
Maximum force = 0.0046 hartree/bohr
Kohn-Sham gap = 8.588 eV
SMILES string = Cc1cc(C(=O)N2CCN(C(=O)C3=CCC3)[C@H]3CCCC[C@@H]3C2)c(C)n1C
HOMO = -7.8 eV

Atoms and positions in Å:
C: 4.259 -1.782 2.836
C: 2.970 -1.729 2.090
C: 2.734 -1.594 0.752
C: 1.320 -1.639 0.554
C: 0.556 -1.601 -0.712
O: -0.353 -2.394 -0.928
N: 0.914 -0.656 -1.646
C: 0.189 -0.638 -2.902
C: -0.896 0.470 -2.980
N: -1.291 0.980 -1.677
C: -2.151 0.271 -0.885
O: -2.189 0.381 0.331
C: -3.116 -0.642 -1.566
C: -4.278 -0.416 -2.182
C: -4.663 -1.878 -2.244
C: -3.311 -2.145 -1.509
C: -0.440 2.041 -1.114
C: -1.216 3.051 -0.271
C: -0.306 4.208 0.128
C: 0.907 3.694 0.897
C: 1.677 2.672 0.069
C: 0.796 1.509 -0.385
C: 1.614 0.567 -1.269
C: 0.738 -1.802 1.790
C: -0.694 -1.909 2.183
N: 1.747 -1.836 2.718
C: 1.549 -2.039 4.136
H: 5.083 -1.710 2.129
H: 4.360 -0.958 3.547
H: 4.376 -2.716 3.391
H: 3.495 -1.519 -0.009
H: 0.902 -0.499 -3.720
H: -0.272 -1.615 -3.012
H: -0.529 1.318 -3.559
H: -1.769 0.080 -3.499
H: -4.784 0.491 -2.488
H: -5.549 -2.148 -1.667
H: -4.744 -2.310 -3.242
H: -2.576 -2.733 -2.054
H: -3.405 -2.550 -0.501
H: -0.074 2.589 -1.993
H: -2.074 3.408 -0.847
H: -1.603 2.563 0.622
H: 0.034 4.744 -0.766
H: -0.864 4.927 0.732
H: 1.563 4.521 1.179
H: 0.569 3.224 1.827
H: 2.093 3.170 -0.818
H: 2.527 2.279 0.634
H: 0.459 0.950 0.495
H: 2.545 0.328 -0.762
H: 1.884 1.082 -2.197
H: -1.321 -1.847 1.299
H: -0.896 -2.859 2.684
H: -0.989 -1.100 2.855
H: 0.665 -1.499 4.469
H: 1.421 -3.097 4.374
H: 2.408 -1.660 4.683

=====

DFT (ωB97M-V/def2-TZVPD) results for one molecule with the formula C5H8O2.

Values from the calculation:
Lowest unoccupied orbital energy = 0.855 eV
Charge = 0
Maximum force = 0.0310 hartree/bohr
Kohn-Sham gap = 8.587 eV
SMILES string = CC1=C(O)OCC1
HOMO = -7.7 eV

Atoms and positions in Å:
C: 0.000 -0.438 0.202
C: -0.491 1.668 -0.592
C: -1.057 0.599 0.325
C: -0.208 -1.847 0.621
C: 1.102 0.128 -0.297
O: 2.280 -0.528 -0.469
O: 0.995 1.440 -0.677
H: 2.884 0.155 -0.808
H: -2.036 0.257 -0.022
H: -0.638 2.684 -0.218
H: -0.888 1.582 -1.609
H: -1.143 0.953 1.357
H: -1.193 -2.204 0.305
H: 0.537 -2.511 0.172
H: -0.144 -1.938 1.710

=====

DFT (ωB97M-V/def2-TZVPD) results for an isolated ion of composition C11H13OS and charge +1.

Values from the calculation:
Lowest unoccupied orbital energy (alpha / beta) = -5.840 / -6.061 eV
Charge = +1
Maximum force = 0.1162 hartree/bohr
Kohn-Sham gap (alpha / beta) = 6.863 / 6.565 eV
HOMO (alpha / beta) = -12.7 / -12.6 eV

Atoms and positions in Å:
C: 2.232 -0.203 -3.214
C: 2.324 1.161 -3.562
C: 1.468 -0.567 -2.123
C: 1.669 2.150 -2.830
C: 0.740 0.424 -1.384
C: 0.874 1.812 -1.743
C: -0.891 -0.399 0.237
C: -2.352 0.196 2.108
C: 0.065 -0.295 2.535
C: -1.534 -2.110 1.900
C: -1.120 -0.617 1.630
O: 0.059 0.125 -0.318
S: 0.092 3.082 -0.876
H: 2.720 -1.008 -3.703
H: 2.802 1.392 -4.420
H: 1.107 -1.542 -1.960
H: 1.780 3.103 -3.209
H: -2.077 0.979 2.926
H: -2.866 0.620 1.268
H: -3.096 -0.462 2.556
H: 0.411 0.746 2.415
H: 0.846 -0.907 2.189
H: -0.235 -0.599 3.546
H: -1.737 -2.076 2.927
H: -0.799 -2.743 1.597
H: -2.482 -2.261 1.506

=====

DFT (ωB97M-V/def2-TZVPD) results for a 2-piece molecular cluster, C4H10O overall.

Values from the calculation:
Lowest unoccupied orbital energy = 0.892 eV
Charge = 0
Maximum force = 0.0086 hartree/bohr
Kohn-Sham gap = 9.384 eV
HOMO = -8.5 eV

Atoms and positions in Å:
C: 0.053 2.265 0.296
C: -0.485 0.841 0.450
C: -0.533 0.214 -0.918
C: 1.015 -2.230 0.085
O: -1.712 -0.358 -1.060
H: -0.584 2.846 -0.379
H: 1.058 2.240 -0.136
H: 0.093 2.781 1.259
H: 0.229 0.254 1.045
H: -1.454 0.811 0.970
H: 0.938 -1.400 -0.625
H: 1.999 -2.206 0.559
H: 0.238 -2.135 0.850
H: 0.881 -3.173 -0.449
H: -1.735 -0.751 -1.946

=====

DFT (ωB97M-V/def2-TZVPD) results for C6H8 as an isolated structure.

Values from the calculation:
Lowest unoccupied orbital energy = 1.123 eV
Charge = 0
Maximum force = 0.0721 hartree/bohr
Kohn-Sham gap = 9.403 eV
HOMO = -8.3 eV

Atoms and positions in Å:
C: 0.788 -0.344 -1.438
C: 0.798 -1.915 -1.352
C: -0.125 -1.912 -0.395
C: -0.602 0.103 0.902
C: -0.089 -0.538 -0.154
C: -0.535 1.581 1.250
H: 1.760 0.190 -1.201
H: 0.218 0.060 -2.335
H: 1.251 -2.570 -1.982
H: -0.601 -2.790 -0.003
H: -1.194 -0.326 1.688
H: -1.365 2.122 0.767
H: 0.501 1.917 1.219
H: -0.784 1.590 2.232

=====

DFT (ωB97M-V/def2-TZVPD) results for an isolated ion of composition C4H6NO and charge +1.

Values from the calculation:
Lowest unoccupied orbital energy = -6.806 eV
Charge = +1
Maximum force = 0.0475 hartree/bohr
Kohn-Sham gap = 9.384 eV
HOMO = -16.2 eV

Atoms and positions in Å:
C: -0.369 1.298 -0.540
C: -1.225 -0.870 0.209
C: -0.343 1.253 0.872
C: 1.289 -0.520 0.232
N: -0.057 0.037 0.152
O: -2.233 -0.502 -0.262
H: -1.349 1.268 -1.036
H: 0.389 1.827 -1.109
H: -1.001 -1.805 0.731
H: 1.722 -0.555 -0.770
H: 1.916 0.099 0.875
H: 1.260 -1.528 0.645

=====

DFT (ωB97M-V/def2-TZVPD) results for C42H54BF2N8O2V as an isolated structure.

Values from the calculation:
Lowest unoccupied orbital energy (alpha / beta) = -0.873 / -0.999 eV
Charge = 0
Spin multiplicity = 3
Maximum force = 0.0113 hartree/bohr
Kohn-Sham gap (alpha / beta) = 6.803 / 6.857 eV
HOMO (alpha / beta) = -7.7 / -7.9 eV

Atoms and positions in Å:
V: -0.560 -0.267 0.191
C: 0.200 4.516 2.976
C: -0.511 3.227 2.726
C: -1.591 2.734 3.414
C: -1.898 1.487 2.844
N: -1.021 1.235 1.852
N: -0.190 2.327 1.785
B: 0.998 2.508 0.828
N: 2.120 1.502 1.126
N: 1.956 0.420 1.939
C: 3.158 -0.134 2.055
C: 4.106 0.583 1.296
C: 3.409 1.623 0.738
C: 3.928 2.715 -0.135
C: 3.499 -1.310 2.941
C: 4.464 -0.822 4.033
C: 2.266 -1.912 3.595
C: 4.195 -2.390 2.099
N: 0.507 2.578 -0.654
N: -0.242 1.626 -1.295
C: -0.426 2.069 -2.546
C: 0.160 3.335 -2.686
C: 0.730 3.630 -1.473
C: 1.415 4.919 -1.142
C: -1.139 1.420 -3.719
C: -0.151 1.338 -4.896
C: -1.643 0.014 -3.453
C: -2.329 2.304 -4.123
C: -3.023 0.656 3.466
C: -3.514 -0.583 2.723
C: -4.256 1.563 3.651
C: -2.531 0.199 4.851
H: -0.296 5.038 3.792
H: 1.242 4.348 3.254
H: 0.190 5.163 2.098
H: -2.074 3.212 4.248
H: 1.437 3.605 1.021
H: 5.169 0.405 1.209
H: 5.016 2.741 -0.072
H: 3.656 2.563 -1.184
H: 3.547 3.686 0.177
H: 3.991 -0.047 4.641
H: 4.743 -1.652 4.688
H: 5.377 -0.404 3.602
H: 1.746 -1.177 4.214
H: 1.564 -2.269 2.847
H: 2.557 -2.758 4.225
H: 5.091 -2.000 1.610
H: 4.493 -3.230 2.734
H: 3.521 -2.769 1.327
H: 0.160 3.967 -3.559
H: 1.173 5.639 -1.922
H: 1.092 5.327 -0.186
H: 2.499 4.817 -1.113
H: 0.685 0.680 -4.646
H: -0.657 0.930 -5.775
H: 0.254 2.315 -5.159
H: -0.820 -0.645 -3.187
H: -2.396 -0.004 -2.666
H: -2.108 -0.384 -4.359
H: -2.006 3.304 -4.419
H: -2.861 1.853 -4.965
H: -3.032 2.413 -3.293
H: -3.695 -0.402 1.670
H: -2.826 -1.412 2.837
H: -4.464 -0.892 3.166
H: -4.722 1.789 2.687
H: -4.995 1.041 4.262
H: -4.029 2.510 4.139
H: -1.630 -0.408 4.747
H: -2.303 1.051 5.493
H: -3.302 -0.404 5.338
C: -3.281 1.382 -0.330
O: -2.623 0.105 -0.296
C: -3.324 -1.003 -0.720
C: -4.703 -1.085 -0.736
C: -5.294 -2.266 -1.165
C: -4.514 -3.340 -1.564
C: -3.130 -3.243 -1.554
C: -2.530 -2.064 -1.139
N: -1.128 -1.831 -1.121
N: -0.463 -2.677 -1.774
C: 0.886 -2.567 -1.878
C: 1.637 -1.570 -1.220
O: 1.143 -0.676 -0.442
C: 3.054 -1.525 -1.418
C: 3.666 -2.424 -2.220
C: 2.939 -3.451 -2.900
C: 3.598 -4.376 -3.732
C: 2.897 -5.357 -4.384
C: 1.506 -5.435 -4.218
C: 0.841 -4.544 -3.412
C: 1.543 -3.531 -2.732
H: -3.806 1.488 -1.278
H: -2.500 2.128 -0.241
H: -3.975 1.462 0.504
H: -5.308 -0.248 -0.411
H: -6.374 -2.346 -1.176
H: -4.985 -4.261 -1.884
H: -2.507 -4.069 -1.862
H: 3.594 -0.756 -0.877
H: 4.741 -2.387 -2.356
H: 4.674 -4.298 -3.845
H: 3.406 -6.068 -5.022
H: 0.949 -6.209 -4.732
H: -0.232 -4.612 -3.293
F: -0.681 -1.704 2.841
C: -0.899 -1.937 1.490
F: 0.001 -2.959 1.147
H: -1.891 -2.399 1.419

=====

DFT (ωB97M-V/def2-TZVPD) results for C5H8O2 as an isolated structure.

Values from the calculation:
Lowest unoccupied orbital energy (alpha / beta) = -0.784 / -0.786 eV
Charge = 0
Maximum force = 0.0428 hartree/bohr
Kohn-Sham gap (alpha / beta) = 8.164 / 8.162 eV
HOMO (alpha / beta) = -8.9 / -8.9 eV

Atoms and positions in Å:
C: 1.349 -1.033 0.183
C: 0.293 -0.252 0.977
C: -1.360 -0.268 -0.937
C: -1.044 0.232 0.355
O: -1.883 0.790 1.090
C: -0.147 1.640 -0.687
O: 0.749 1.592 -1.448
H: 0.972 -2.000 -0.172
H: 2.220 -1.239 0.820
H: 1.710 -0.466 -0.680
H: 0.738 0.596 1.504
H: -0.158 -0.899 1.739
H: -0.618 -0.658 -1.627
H: -2.408 -0.535 -1.089
H: -0.412 2.501 -0.028

=====

DFT (ωB97M-V/def2-TZVPD) results for one molecule with the formula C5H9NO.

Values from the calculation:
Lowest unoccupied orbital energy = 0.992 eV
Charge = 0
Maximum force = 0.0066 hartree/bohr
Kohn-Sham gap = 10.530 eV
SMILES string = O[C@H]1C[C@]2(CN2)C1
HOMO = -9.5 eV

Atoms and positions in Å:
O: 0.474 2.493 -0.836
C: 0.150 1.141 -1.038
C: 1.138 0.078 -0.488
C: -0.013 -0.539 0.301
C: -0.305 -1.953 0.597
N: 0.134 -1.038 1.657
C: -0.988 0.544 -0.164
H: 0.691 2.610 0.099
H: -0.036 1.045 -2.111
H: 1.918 0.503 0.154
H: 1.607 -0.566 -1.238
H: 0.417 -2.724 0.335
H: -1.346 -2.274 0.580
H: -0.660 -0.748 2.224
H: -1.876 0.201 -0.706
H: -1.307 1.227 0.635

=====

DFT (ωB97M-V/def2-TZVPD) results for C42H32NO12PRe as an isolated structure.

Values from the calculation:
Lowest unoccupied orbital energy (alpha / beta) = -0.968 / -0.966 eV
Charge = 0
Spin multiplicity = 2
Maximum force = 0.0399 hartree/bohr
Kohn-Sham gap (alpha / beta) = 6.971 / 6.691 eV
HOMO (alpha / beta) = -7.9 / -7.7 eV

Atoms and positions in Å:
Re: -0.948 0.083 -0.178
O: -2.373 3.592 4.578
C: -1.989 2.850 3.531
C: -0.741 2.217 3.473
C: -0.446 1.489 2.353
N: -1.305 1.392 1.344
C: -2.532 1.922 1.419
C: -2.911 2.675 2.495
C: -3.471 1.418 0.338
O: -4.602 1.818 0.282
O: -2.930 0.466 -0.408
C: 0.782 0.642 2.159
O: 1.652 0.615 2.993
O: 0.760 -0.063 1.037
H: -1.673 3.635 5.240
H: -0.015 2.262 4.276
H: -3.910 3.088 2.542
O: -1.366 -1.403 1.427
C: -2.139 -2.595 1.063
C: -2.158 -2.645 -0.469
O: -2.737 -3.526 -1.052
O: -1.404 -1.735 -1.036
C: -1.396 -3.790 1.643
C: -0.602 -4.623 0.860
C: 0.152 -5.627 1.456
C: 0.127 -5.798 2.832
C: -0.656 -4.962 3.619
C: -1.414 -3.964 3.026
C: -3.547 -2.456 1.611
C: -3.995 -1.279 2.190
C: -5.302 -1.171 2.650
C: -6.168 -2.245 2.534
C: -5.720 -3.430 1.959
C: -4.417 -3.537 1.501
H: -0.460 -1.683 1.634
H: -0.582 -4.504 -0.216
H: 0.761 -6.276 0.839
H: 0.716 -6.582 3.293
H: -0.676 -5.088 4.694
H: -2.034 -3.316 3.635
H: -3.322 -0.442 2.300
H: -5.642 -0.238 3.084
H: -7.188 -2.163 2.887
H: -6.393 -4.271 1.856
H: -4.073 -4.453 1.038
O: -1.336 3.736 -1.922
C: -0.508 3.007 -1.428
O: -0.723 1.707 -1.274
C: 0.840 3.532 -1.037
C: 1.688 2.851 -0.180
C: 2.948 3.355 0.169
C: 3.307 4.545 -0.406
O: 4.478 5.234 -0.255
C: 4.378 6.383 -1.104
O: 3.088 6.362 -1.718
C: 2.472 5.220 -1.275
C: 1.228 4.758 -1.599
H: 1.391 1.888 0.205
H: 3.604 2.827 0.850
H: 5.150 6.336 -1.872
H: 4.485 7.287 -0.507
H: 0.562 5.286 -2.269
C: 0.011 -1.562 -3.266
P: 0.800 -0.545 -1.977
C: 2.297 -1.519 -1.620
C: 3.185 -1.795 -2.665
C: 4.312 -2.566 -2.442
C: 4.564 -3.082 -1.175
C: 3.684 -2.827 -0.137
C: 2.553 -2.046 -0.355
C: 1.410 0.870 -2.937
C: 2.702 1.366 -2.774
C: 3.142 2.436 -3.540
C: 2.287 3.034 -4.456
C: 0.987 2.566 -4.600
C: 0.551 1.487 -3.846
H: 0.637 -1.551 -4.158
H: -0.981 -1.178 -3.495
H: -0.103 -2.576 -2.895
H: 3.002 -1.392 -3.655
H: 4.997 -2.766 -3.257
H: 5.450 -3.681 -1.001
H: 3.873 -3.230 0.850
H: 1.885 -1.829 0.461
H: 3.371 0.917 -2.049
H: 4.154 2.802 -3.419
H: 2.630 3.872 -5.051
H: 0.308 3.042 -5.296
H: -0.470 1.138 -3.956